Computed, not measured: a structure of composition C42H95N10O8Zr in a non-equilibrium geometry, with ωB97M-V with the def2-TZVPD basis set.

Output
E_LUMO: -12.01 eV
electronic energy: -2852.425581 a.u.
gap between HOMO and LUMO: 1.49 eV
total charge: +3

Last column: Löwdin charge in e.
Element x y z (Å)
1 Zr 2.21 -5.68 1.93  1.679
2 C 0.73 -1.28 2.21  -0.046
3 C 0.74 -2.44 1.20  -0.499
4 C 1.30 -2.01 -0.17  -0.040
5 O 1.34 -3.66 1.57  -0.441
6 H 0.11 -0.44 1.88  0.069
7 H 1.74 -0.90 2.35  0.076
8 H 0.37 -1.55 3.20  0.065
9 H -0.28 -2.72 0.94  0.111
10 H 1.21 -0.94 -0.31  0.060
11 H 0.98 -2.65 -1.00  0.071
12 H 2.39 -2.12 -0.22  0.050
13 C 4.13 -3.11 3.42  -0.732
14 O 3.49 -4.03 3.00  -0.154
15 N 5.05 -2.49 2.72  0.217
16 N 3.81 -2.50 4.51  0.212
17 H 5.41 -2.87 1.86  0.130
18 H 5.59 -1.71 3.08  0.125
19 H 2.82 -2.56 4.73  0.136
20 H 4.36 -1.74 4.88  0.137
21 C 0.43 -6.32 -1.11  -0.695
22 O 1.04 -5.87 -0.15  -0.172
23 N 0.90 -6.47 -2.32  0.223
24 N -0.79 -6.80 -0.99  0.188
25 H 1.83 -6.09 -2.40  0.142
26 H 0.30 -6.81 -3.06  0.143
27 H -1.17 -6.75 -0.06  0.097
28 H -1.16 -7.45 -1.66  0.143
29 C -3.28 -4.59 1.54  -0.729
30 O -4.23 -4.27 0.85  0.050
31 N -3.08 -4.44 2.86  0.172
32 N -2.16 -4.97 0.98  0.139
33 H -2.21 -4.81 3.22  0.099
34 H -3.84 -4.20 3.48  0.114
35 H -2.18 -5.33 0.03  0.087
36 H -1.38 -5.13 1.60  0.077
37 C -5.68 -1.49 -3.32  0.014
38 C -4.71 -0.94 -4.42  -0.465
39 C -4.66 0.55 -4.48  -0.100
40 C -3.96 1.13 -3.16  -0.153
41 C -2.51 0.65 -3.00  -0.121
42 C -2.50 -0.93 -3.09  -0.391
43 N -3.35 -1.45 -4.18  -0.043
44 O -3.08 -2.71 -4.51  0.073
45 C -1.04 -1.59 -3.20  -0.001
46 C -3.03 -1.44 -1.69  -0.009
47 C -5.24 -1.39 -5.83  -0.014
48 H -5.46 -2.43 -2.81  0.089
49 H -6.58 -1.76 -3.87  0.092
50 H -5.93 -0.76 -2.55  0.088
51 H -4.14 1.07 -5.29  0.133
52 H -5.70 0.85 -4.53  0.135
53 H -4.46 0.95 -2.21  0.102
54 H -4.08 2.20 -3.29  0.097
55 H -2.28 0.98 -1.99  0.113
56 H -1.79 0.97 -3.74  0.106
57 H -0.46 -0.87 -2.61  0.058
58 H -0.97 -2.54 -2.67  0.069
59 H -0.56 -1.51 -4.17  0.095
60 H -3.12 -2.53 -1.72  0.078
61 H -2.27 -1.17 -0.96  0.086
62 H -3.97 -1.00 -1.36  0.078
63 H -5.24 -2.47 -6.00  0.087
64 H -4.70 -0.98 -6.68  0.092
65 H -6.27 -1.06 -6.01  0.096
66 H -3.27 -3.26 -3.75  0.119
67 C 4.35 -0.73 -1.48  -0.049
68 C 5.51 0.21 -1.71  -0.447
69 C 5.12 1.31 -2.81  -0.108
70 C 6.05 2.51 -2.75  -0.164
71 C 5.92 3.20 -1.39  -0.133
72 C 6.33 2.27 -0.20  -0.418
73 N 5.80 0.87 -0.41  -0.061
74 O 6.09 -0.03 0.64  0.002
75 C 7.88 2.31 -0.19  0.005
76 C 5.71 2.84 1.15  -0.013
77 C 6.74 -0.58 -2.22  -0.018
78 H 4.38 -1.38 -0.61  0.058
79 H 4.19 -1.53 -2.20  0.098
80 H 3.40 -0.20 -1.35  0.056
81 H 4.92 0.91 -3.80  0.129
82 H 4.15 1.65 -2.44  0.078
83 H 5.71 3.28 -3.44  0.122
84 H 7.04 2.08 -2.93  0.115
85 H 4.93 3.65 -1.29  0.090
86 H 6.58 4.06 -1.50  0.122
87 H 8.27 3.02 -0.92  0.090
88 H 8.20 2.60 0.81  0.089
89 H 8.10 1.27 -0.40  0.078
90 H 5.85 2.07 1.91  0.062
91 H 6.06 3.79 1.53  0.095
92 H 4.63 2.99 1.13  0.069
93 H 6.60 -0.83 -3.27  0.091
94 H 7.16 -1.44 -1.69  0.088
95 H 7.62 0.07 -2.27  0.071
96 H 5.44 0.31 1.26  0.079
97 C 1.32 1.98 -1.25  -0.022
98 C 1.02 3.22 -2.13  -0.372
99 C 1.03 2.74 -3.61  -0.165
100 C 0.40 3.66 -4.62  -0.136
101 C -1.07 4.07 -4.10  -0.121
102 C -1.05 4.77 -2.78  -0.448
103 N -0.35 3.81 -1.82  -0.068
104 O -0.47 4.29 -0.61  0.049
105 C -0.50 6.25 -3.00  0.009
106 C -2.53 4.87 -2.38  -0.036
107 C 2.13 4.39 -1.99  0.014
108 H 2.15 1.53 -1.80  0.051
109 H 0.57 1.19 -1.33  0.061
110 H 1.58 2.17 -0.21  0.089
111 H 2.07 2.70 -3.93  0.116
112 H 0.57 1.76 -3.64  0.105
113 H 0.27 3.20 -5.60  0.116
114 H 1.17 4.39 -4.83  0.109
115 H -1.70 3.18 -4.09  0.096
116 H -1.60 4.76 -4.76  0.125
117 H -1.13 6.91 -3.60  0.098
118 H 0.10 6.79 -2.26  0.081
119 H 0.32 6.17 -3.72  0.063
120 H -3.10 5.28 -3.22  0.102
121 H -2.95 3.91 -2.09  0.069
122 H -2.72 5.51 -1.51  0.093
123 H 1.88 5.44 -1.84  0.071
124 H 2.83 4.53 -2.82  0.081
125 H 2.80 4.27 -1.14  0.059
126 H -1.22 3.82 -0.22  0.131
127 C -3.81 1.26 7.85  0.011
128 C -2.95 0.13 7.17  -0.448
129 C -3.74 -1.18 7.15  -0.163
130 C -4.49 -1.59 5.95  -0.188
131 C -3.82 -1.27 4.60  -0.124
132 C -3.25 0.16 4.50  -0.435
133 N -2.45 0.43 5.83  -0.072
134 O -1.76 1.57 5.70  0.037
135 C -2.23 0.18 3.33  -0.039
136 C -4.24 1.26 4.29  -0.023
137 C -1.65 -0.11 8.03  -0.022
138 H -3.55 2.31 7.72  0.092
139 H -4.29 0.96 8.79  0.098
140 H -4.72 1.27 7.24  0.064
141 H -3.03 -2.00 7.28  0.120
142 H -4.39 -1.28 8.01  0.138
143 H -5.48 -1.13 5.97  0.121
144 H -4.59 -2.67 6.03  0.119
145 H -4.53 -1.49 3.81  0.128
146 H -2.97 -1.95 4.57  0.102
147 H -1.44 -0.54 3.56  0.046
148 H -2.71 0.05 2.35  0.094
149 H -1.54 1.02 3.24  0.079
150 H -4.77 1.11 3.35  0.099
151 H -5.04 1.24 5.03  0.083
152 H -3.79 2.24 4.37  0.099
153 H -0.99 0.74 8.18  0.083
154 H -0.93 -0.80 7.60  0.077
155 H -2.01 -0.56 8.95  0.097
156 H -0.91 1.12 5.76  0.124